No. 1
DFT (the ωB97M-V functional and the def2-TZVPD basis) results for a cluster of 2 separate species, C3H9S in total in a non-equilibrium geometry.

Element x y z (Å)
S -1.7726 -0.1375 -2.7708
H -1.7508 -1.2160 -1.7426
C 0.5975 -0.8188 -0.4792
C -0.2561 0.1613 0.2981
C 0.5475 1.0415 1.3489
H 1.4056 -0.3106 -1.0901
H 0.0258 -1.4368 -1.1669
H 1.0861 -1.4546 0.2383
H -0.9852 -0.4744 0.9213
H -0.8168 0.8058 -0.4298
H -0.2549 1.7730 1.6779
H 0.8514 0.4729 2.2679
H 1.3225 1.5941 0.9269

Multiplicity: 1
Total charge: -1
Relative energy (zero: lowest compared OMol25 entry of this formula, charge and spin) (kcal per mole): 16.5
E_HOMO (eV): -2.503
LUMO (eV): 3.96
Calculated total energy (Ha): -517.88759

---

No. 2
DFT (the ωB97M-V functional and the def2-TZVPD basis) results for a structure of composition C32H45BBr2N9O2ReS3Se.

Element x y z (Å)
Re 0.3126 0.0534 0.6844
C 2.8385 -0.8374 -4.1546
C 2.9682 -2.0390 -3.2198
C 3.6315 -3.1811 -3.9851
C 3.7903 -1.7253 -1.9819
N 1.5919 -2.4755 -2.7825
C 1.0967 -3.7423 -3.0135
C -0.1715 -3.7677 -2.5650
N -0.4731 -2.5233 -2.0633
B -1.9455 -2.2374 -1.6728
N -2.3697 -0.7881 -2.0226
C -2.7497 -0.4751 -3.3081
C -3.1488 0.8110 -3.3227
N -3.0174 1.2998 -2.0359
C -2.5197 0.3059 -1.2623
S -2.1464 0.4040 0.4325
C -3.4206 2.6861 -1.6164
C -4.5274 2.5802 -0.5677
C -2.2013 3.4346 -1.0864
C -3.9663 3.4313 -2.8321
N -2.3178 -2.6115 -0.2164
C -3.6182 -2.9395 0.0909
C -3.6900 -3.1611 1.4189
N -2.4242 -2.9700 1.9390
C -1.6069 -2.6351 0.9190
S 0.1047 -2.3015 1.0420
C -2.0701 -3.1026 3.3971
C -1.5559 -1.7575 3.9162
C -1.0450 -4.2208 3.5669
C -3.3328 -3.4722 4.1722
C 0.6257 -1.7522 -2.1655
S 0.7518 -0.0690 -1.6558
H 3.8290 -0.5822 -4.5327
H 2.4419 0.0386 -3.6479
H 2.2018 -1.0797 -5.0075
H 4.6137 -2.8309 -4.2993
H 3.0782 -3.4590 -4.8831
H 3.7854 -4.0628 -3.3616
H 4.8230 -1.5230 -2.2698
H 3.7823 -2.5665 -1.2858
H 3.4047 -0.8516 -1.4760
H 1.6732 -4.5104 -3.4888
H -0.9039 -4.5549 -2.5885
H -2.6078 -2.9480 -2.3775
H -2.7178 -1.2045 -4.0983
H -3.5296 1.4025 -4.1315
H -4.1677 2.1427 0.3606
H -5.3564 1.9797 -0.9459
H -4.9056 3.5799 -0.3513
H -1.8291 2.9661 -0.1788
H -2.4964 4.4593 -0.8534
H -1.4024 3.4608 -1.8288
H -4.8500 2.9493 -3.2515
H -3.2133 3.5562 -3.6113
H -4.2617 4.4258 -2.5012
H -4.3810 -2.9847 -0.6665
H -4.5307 -3.4350 2.0251
H -0.5741 -1.5104 3.5223
H -1.4844 -1.8111 5.0035
H -2.2466 -0.9527 3.6587
H -0.1078 -3.9984 3.0622
H -1.4392 -5.1660 3.1907
H -0.8333 -4.3395 4.6303
H -4.1021 -2.7027 4.0951
H -3.0610 -3.5596 5.2229
H -3.7439 -4.4327 3.8594
Br 1.3944 -0.1951 5.5370
C 2.5845 1.2674 5.9184
Br 2.8358 2.4731 4.4361
H 3.5506 0.8526 6.1696
H 2.1669 1.8352 6.7376
Se 2.5057 -0.4279 1.7626
C 3.9043 0.4715 0.8259
C 3.7239 1.5732 -0.0004
C 4.8337 2.1238 -0.6251
N 6.0773 1.6767 -0.4712
C 6.2404 0.6387 0.3458
C 5.2023 0.0047 1.0108
H 2.7460 1.9856 -0.2110
H 4.7037 2.9728 -1.2890
H 7.2572 0.2826 0.4759
H 5.4078 -0.8466 1.6471
C 1.0226 5.7443 0.1697
N 0.6262 4.4956 0.8232
C 0.1488 4.5208 2.0957
C -0.2018 3.4069 2.7790
C -0.0191 2.1894 2.0793
O -0.2635 1.0073 2.5109
N 0.4392 2.1752 0.8157
C 0.7883 3.2994 0.1157
O 1.1922 3.2736 -1.0297
H 0.2815 6.5119 0.3823
H 1.0716 5.5678 -0.8989
H 2.0010 6.0651 0.5251
H 0.0697 5.5092 2.5293
H -0.5726 3.4295 3.7901

Multiplicity: 4
Total charge: +1
Relative energy (zero: lowest compared OMol25 entry of this formula, charge and spin) (kcal per mole): 0.0
E_HOMO (alpha / beta) (eV): -9.779 / -10.065
LUMO (alpha / beta) (eV): -1.99 / -3.38
Calculated total energy (Ha): -10736.91306

---

No. 3
DFT (the ωB97M-V functional and the def2-TZVPD basis) results for a structure of composition C39H39N6OP2RuS in a non-equilibrium geometry.

Element x y z (Å)
Ru -0.1275 0.2354 1.7922
C 1.3596 -3.6155 0.8584
C 1.1355 -2.1465 0.9441
N -0.0291 -1.5288 0.9189
N -1.1987 -2.1983 0.5608
C -2.3040 -1.8083 1.2411
N -3.4905 -2.2993 0.8681
S -2.2364 -0.6834 2.5194
C 2.2433 -1.1968 1.0753
C 3.5736 -1.5671 0.9020
C 4.5580 -0.5953 0.9730
C 4.1922 0.7207 1.2200
C 2.8518 1.0230 1.3891
N 1.8958 0.0993 1.3194
H 0.4347 -4.1583 1.0496
H 2.0999 -3.9056 1.6057
H 1.7417 -3.9230 -0.1167
H -3.5959 -3.1132 0.2872
H -4.2981 -1.9913 1.3862
H 3.8315 -2.5976 0.7039
H 5.5968 -0.8626 0.8352
H 4.9291 1.5084 1.2845
H 2.5189 2.0335 1.5892
O 0.0709 2.0587 2.8787
C -0.1476 1.9625 4.2878
C 0.4225 0.6433 4.7374
C 0.7673 0.4399 6.0636
C 1.2484 -0.7979 6.4517
C 1.3708 -1.7944 5.4963
C 1.0069 -1.5100 4.1955
N 0.5427 -0.3184 3.8107
H -0.2276 2.8984 2.5092
H -1.2188 2.0075 4.5077
H 0.3530 2.7871 4.7955
H 0.6591 1.2461 6.7767
H 1.5225 -0.9820 7.4815
H 1.7381 -2.7777 5.7522
H 1.0719 -2.2698 3.4287
C -2.2236 0.1851 -2.2426
N -0.9355 0.2827 -1.5253
P -0.7896 1.2666 -0.1278
C 0.4263 2.6011 -0.4322
C 0.2350 3.8375 0.1924
C 1.1956 4.8349 0.1087
C 2.3586 4.6212 -0.6189
C 2.5552 3.4024 -1.2502
C 1.6024 2.3974 -1.1478
C -2.3271 2.2398 -0.1691
C -3.2857 2.1669 0.8344
C -4.4150 2.9783 0.7908
C -4.5926 3.8673 -0.2550
C -3.6351 3.9562 -1.2606
C -2.5096 3.1561 -1.2133
P 0.3803 -0.7129 -1.9758
C 0.4032 -0.6045 -3.7982
C -0.3151 -1.4339 -4.6615
C -0.2362 -1.2596 -6.0338
C 0.5616 -0.2541 -6.5621
C 1.2827 0.5752 -5.7164
C 1.2102 0.3956 -4.3436
C -0.1670 -2.4321 -1.7125
C -1.3093 -2.8228 -0.8087
C -1.5315 -4.3010 -0.7051
C -0.7674 -5.2014 -1.3536
C 0.3130 -4.7733 -2.1688
C 0.5850 -3.4166 -2.3154
H -2.4925 1.1179 -2.7317
H -3.0378 -0.0895 -1.5674
H -2.1366 -0.5715 -3.0190
H -0.6972 4.0528 0.7075
H 1.0227 5.7897 0.5877
H 3.0994 5.4049 -0.7033
H 3.4571 3.2280 -1.8233
H 1.7974 1.4402 -1.6116
H -3.1574 1.4772 1.6554
H -5.1529 2.9140 1.5796
H -5.4701 4.4993 -0.2885
H -3.7651 4.6571 -2.0743
H -1.7566 3.2523 -1.9876
H -0.9407 -2.2260 -4.2680
H -0.7996 -1.9072 -6.6923
H 0.6252 -0.1212 -7.6338
H 1.9114 1.3548 -6.1252
H 1.7896 1.0422 -3.6968
H -2.2179 -2.3460 -1.2095
H -2.3542 -4.6587 -0.0972
H -0.9804 -6.2578 -1.2575
H 0.9220 -5.5033 -2.6847
H 1.4029 -3.1240 -2.9658

Multiplicity: 2
Total charge: +2
Relative energy (zero: lowest compared OMol25 entry of this formula, charge and spin) (kcal per mole): 0.0
E_HOMO (alpha / beta) (eV): -12.321 / -12.987
LUMO (alpha / beta) (eV): -5.84 / -6.17
Calculated total energy (Ha): -3088.69425

---

No. 4
DFT (the ωB97M-V functional and the def2-TZVPD basis) results for a cluster of 2 separate species, C3H3ClN2OS in total in a non-equilibrium geometry.

Element x y z (Å)
C -3.1134 0.5833 -0.1037
C 2.1171 -0.0124 -0.2589
C 0.7162 -0.4741 -0.2518
N 3.0828 -0.1803 -0.9870
N -2.3374 0.3542 0.8072
O -3.7708 0.4633 -1.0384
S 1.3903 0.5139 1.1747
Cl 0.3823 -2.1583 -0.0033
H -0.2509 0.0183 -0.3764
H 3.9377 0.1727 -0.6641
H -2.1539 0.7193 1.7015

Multiplicity: 3
Relative energy (zero: lowest compared OMol25 entry of this formula, charge and spin) (kcal per mole): 68.3
E_HOMO (alpha / beta) (eV): -5.632 / -9.912
LUMO (alpha / beta) (eV): 0.24 / -3.56
Calculated total energy (Ha): -1159.02837